ORCA calculation (ωB97M-V/def2-TZVPD) on a structure of composition C56H92Cd2F15O34 in a non-equilibrium geometry.

Geometry (Å):
Cd (-1.33607, 3.23798, 0.33564)
Cd (1.09403, 4.64243, 4.75401)
C (1.98877, 0.54174, 0.32571)
O (0.87181, 0.41038, -0.52366)
O (1.57158, 1.71945, 1.08889)
C (2.49164, -0.80549, 0.91386)
F (3.36211, -0.54602, 1.92434)
F (1.47209, -1.51087, 1.44588)
F (3.19554, -1.49905, 0.03684)
C (1.04285, -0.49199, -1.64361)
C (-0.18837, -0.23683, -2.57501)
H (-0.14799, -0.82046, -3.49470)
H (-1.11826, -0.49048, -2.06602)
H (-0.33473, 0.82317, -2.78256)
H (1.11178, -1.55219, -1.40003)
H (1.91601, -0.32337, -2.27389)
H (2.84882, 0.80711, -0.28913)
C (-0.92385, 7.21254, -3.65051)
O (-2.05999, 8.05058, -3.25229)
O (-0.90436, 6.26399, -2.64550)
C (-1.12953, 6.77434, -5.16618)
F (-0.57483, 7.67486, -6.01328)
F (-0.51020, 5.61971, -5.45214)
F (-2.41999, 6.66286, -5.50822)
C (-2.18658, 9.31827, -3.96929)
C (-3.04263, 10.17474, -2.98455)
H (-3.36042, 11.09696, -3.47098)
H (-3.92873, 9.65325, -2.62261)
H (-2.41548, 10.29964, -2.10183)
H (-2.75458, 9.14834, -4.88394)
H (-1.27165, 9.86968, -4.18597)
H (0.05024, 7.70103, -3.62534)
C (-4.25638, 5.56855, 2.09752)
O (-4.33712, 4.91045, 0.80291)
O (-2.94960, 5.11717, 2.42230)
C (-4.46849, 7.03874, 2.19173)
F (-4.03801, 7.50804, 3.39808)
F (-3.76106, 7.58573, 1.16650)
F (-5.77724, 7.44217, 2.08841)
C (-5.47018, 5.32485, -0.00271)
C (-5.52076, 4.28960, -1.19382)
H (-4.60943, 4.27492, -1.79161)
H (-5.81846, 3.32229, -0.78912)
H (-6.27515, 4.65759, -1.88922)
H (-5.40732, 6.36115, -0.33472)
H (-6.39195, 5.22040, 0.56960)
H (-4.97862, 5.01367, 2.69634)
C (1.70629, 7.09039, 2.76397)
O (1.32732, 6.72766, 4.08043)
C (0.94552, 7.90192, 4.78417)
C (0.73983, 7.68275, 6.27795)
O (0.22637, 6.39384, 6.45346)
C (-0.16092, 5.94966, 7.73704)
C (-0.68271, 4.48197, 7.55497)
O (0.07799, 3.81062, 6.54275)
C (-0.07937, 2.42208, 6.38169)
H (2.07167, 6.22649, 2.20874)
H (2.50893, 7.82785, 2.75946)
H (0.89674, 7.59032, 2.23217)
H (0.06126, 8.30687, 4.29205)
H (1.73555, 8.64997, 4.71788)
H (0.03015, 8.38655, 6.71280)
H (1.71945, 7.78412, 6.74506)
H (-0.81533, 6.58924, 8.32931)
H (0.79476, 5.96574, 8.26098)
H (-1.72759, 4.46732, 7.24493)
H (-0.60643, 3.89988, 8.47338)
H (0.43992, 1.96978, 5.53679)
H (-1.14461, 2.19443, 6.34222)
H (0.30126, 1.93543, 7.27968)
C (-5.27949, -5.48648, -0.94326)
O (-5.72179, -6.38925, 0.01310)
C (-5.24259, -7.74107, -0.16189)
C (-5.87052, -8.67018, 0.93460)
O (-5.51085, -8.33429, 2.22587)
C (-5.98718, -9.30060, 3.22310)
C (-5.56384, -8.92772, 4.65430)
O (-4.23281, -9.34443, 4.81636)
C (-3.75064, -8.92238, 6.09268)
H (-5.71650, -4.53744, -0.63271)
H (-5.64270, -5.72061, -1.94393)
H (-4.19828, -5.35063, -0.91829)
H (-4.15891, -7.79349, -0.05703)
H (-5.54730, -8.13848, -1.13005)
H (-5.51228, -9.68146, 0.74203)
H (-6.95642, -8.72245, 0.85587)
H (-5.52385, -10.27507, 3.06877)
H (-7.06237, -9.46076, 3.14289)
H (-6.26645, -9.41850, 5.32779)
H (-5.64670, -7.85610, 4.83557)
H (-2.85141, -9.51612, 6.25689)
H (-4.31151, -9.07650, 7.01451)
H (-3.46511, -7.87372, 6.00964)
C (-4.32494, -0.29268, -7.86288)
C (-4.66432, 1.11208, -7.46434)
O (-6.01896, 1.31874, -7.74315)
C (-7.04008, 0.81635, -6.95382)
O (-6.84744, 0.11775, -5.94927)
C (-8.44336, 1.19609, -7.36645)
F (-8.47656, 1.95489, -8.50739)
F (-9.16079, 0.14621, -7.73962)
F (-9.16827, 1.87761, -6.46193)
H (-4.66567, -0.92912, -7.04622)
H (-3.25135, -0.43921, -7.98139)
H (-4.76129, -0.61517, -8.80824)
H (-4.14227, 1.83809, -8.08761)
H (-4.28943, 1.26597, -6.45247)
C (4.40471, 10.46104, -5.76016)
C (4.78085, 9.54917, -4.61100)
O (4.89483, 8.21729, -5.10254)
C (5.28797, 7.18769, -4.30548)
O (5.66474, 7.27392, -3.14530)
C (5.33575, 5.77764, -4.91926)
F (6.58956, 5.39941, -4.88621)
F (4.51625, 4.95243, -4.15932)
F (4.78919, 5.77132, -6.15375)
H (3.55290, 10.12538, -6.35166)
H (5.19432, 10.51340, -6.50976)
H (4.24562, 11.44439, -5.31766)
H (4.02260, 9.52893, -3.82822)
H (5.73468, 9.84328, -4.17301)
C (3.08919, -7.15540, -8.99797)
C (2.43535, -6.06883, -8.09717)
C (1.07786, -5.43876, -8.50678)
O (0.38573, -5.37107, -7.29732)
C (1.12876, -5.88763, -6.29283)
O (0.86315, -5.87436, -5.10828)
O (2.23231, -6.49884, -6.82722)
H (2.58275, -8.11680, -9.08352)
H (4.06105, -7.43271, -8.58967)
H (3.19934, -6.78486, -10.01712)
H (3.20228, -5.30413, -7.97417)
H (0.48036, -6.02503, -9.20491)
H (1.20001, -4.43349, -8.91001)
C (-4.12804, -3.34980, 5.71421)
C (-4.51402, -3.26906, 4.22078)
C (-5.79056, -2.62639, 3.95870)
O (-5.44959, -1.61379, 3.01895)
C (-4.12205, -1.41346, 3.03545)
O (-3.52615, -0.51812, 2.41669)
O (-3.55241, -2.41517, 3.62896)
H (-3.17081, -3.87014, 5.74683)
H (-4.88441, -3.89902, 6.27489)
H (-3.89672, -2.39104, 6.17830)
H (-4.61709, -4.22992, 3.71656)
H (-6.13013, -2.13890, 4.87256)
H (-6.57867, -3.22470, 3.50151)
C (4.07598, -4.06858, 7.55670)
C (3.28630, -4.28255, 8.88147)
C (3.14598, -5.77569, 9.19597)
O (3.30006, -5.79832, 10.60902)
C (3.92744, -4.69046, 11.00052)
O (4.23458, -4.41151, 12.15745)
O (4.17575, -3.89311, 9.90157)
H (3.33973, -4.04197, 6.75339)
H (4.81260, -4.80786, 7.24213)
H (4.49226, -3.06648, 7.45381)
H (2.39283, -3.66478, 8.97182)
H (3.77170, -6.40698, 8.56503)
H (2.14042, -6.08476, 8.91063)
C (-0.08677, -7.13605, 2.19910)
C (-0.40432, -8.25718, 3.21538)
C (-0.47650, -9.70201, 2.65474)
O (0.31511, -10.41327, 3.48172)
C (0.91157, -9.62985, 4.47729)
O (1.59743, -10.02989, 5.40553)
O (0.45424, -8.33048, 4.30229)
H (0.93437, -7.11939, 1.81819)
H (-0.27090, -6.23458, 2.78353)
H (-0.75735, -7.13898, 1.33979)
H (-1.40454, -8.02715, 3.58246)
H (-0.24971, -9.78122, 1.59154)
H (-1.49862, -10.07710, 2.70658)
C (6.41014, -3.25024, -5.47459)
C (6.15839, -1.74669, -5.75551)
C (6.91081, -1.06861, -6.85090)
O (5.88542, -0.63744, -7.75348)
C (4.64649, -1.00369, -7.27956)
O (3.57553, -0.71829, -7.86326)
O (4.78711, -1.69690, -6.16018)
H (6.78609, -3.87251, -6.28671)
H (5.47950, -3.72121, -5.15803)
H (7.17844, -3.28525, -4.70222)
H (6.22522, -1.14499, -4.84911)
H (7.56245, -1.77589, -7.36394)
H (7.45389, -0.18887, -6.50560)
C (8.43012, 3.53153, 1.52404)
C (9.41974, 2.34227, 1.26807)
C (8.86145, 1.01963, 1.82168)
O (9.02497, 0.12767, 0.73050)
C (9.46547, 0.82832, -0.40494)
O (9.68090, 0.29230, -1.49320)
O (9.66944, 2.08889, -0.09428)
H (8.12782, 3.50929, 2.57105)
H (7.52438, 3.43105, 0.92602)
H (8.91182, 4.46639, 1.23747)
H (10.35462, 2.62528, 1.75180)
H (7.82586, 1.08881, 2.15464)
H (9.45181, 0.78916, 2.70850)

Properties
Charge: +1
E_LUMO, eV: -7.27

Löwdin population analysis, charges in e, atoms 1 to 6: atom 1 (Cd): 1.24, atom 2 (Cd): 1.51, atom 3 (C): -0.40, atom 4 (O): -0.15, atom 5 (O): -0.28, atom 6 (C): -0.57

=====

ORCA calculation (ωB97M-V/def2-TZVPD) on a cluster of 18 separate species, C56H92Cl16O30 in total in a non-equilibrium geometry.

Geometry (Å):
Cl (13.62614, 8.48094, 20.06670)
C (15.29954, 9.07634, 19.94720)
C (15.37334, 10.51566, 20.48669)
Cl (16.80162, 11.30538, 19.93436)
H (15.65938, 9.01590, 18.92010)
H (15.94048, 8.37431, 20.48054)
H (15.24648, 10.62638, 21.56360)
H (14.56632, 11.06460, 20.00138)
Cl (19.42692, 14.15210, 11.30828)
C (20.19038, 12.80254, 10.35878)
C (20.64798, 13.27804, 8.96214)
Cl (19.39340, 14.05130, 8.00306)
H (19.39786, 12.05612, 10.30524)
H (20.93601, 12.29740, 10.97276)
H (20.94168, 12.37292, 8.43054)
H (21.52768, 13.91656, 8.88126)
Cl (17.87542, 20.41964, 18.55214)
C (19.07494, 19.10500, 18.97412)
C (20.30066, 19.21836, 17.99588)
Cl (19.84784, 18.73565, 16.33698)
H (18.64664, 18.10765, 18.87436)
H (19.38884, 19.24642, 20.00832)
H (21.09000, 18.51596, 18.26359)
H (20.82608, 20.17323, 18.01094)
Cl (15.71774, 11.67066, 13.84760)
C (16.00064, 12.32372, 12.25470)
C (14.75878, 12.81246, 11.54528)
Cl (13.66584, 11.43246, 11.09566)
H (16.48908, 11.51490, 11.71124)
H (16.74445, 13.09892, 12.43888)
H (15.08772, 13.27176, 10.61310)
H (14.19432, 13.56366, 12.09772)
Cl (18.57914, 18.88112, 11.96292)
C (18.23128, 20.66812, 11.88754)
C (19.51232, 21.61790, 12.12430)
Cl (20.38590, 21.42892, 13.69640)
H (17.40838, 20.99238, 12.52454)
H (17.76552, 20.84288, 10.91768)
H (19.12514, 22.63310, 12.03724)
H (20.10674, 21.55020, 11.21316)
Cl (9.92852, 11.26752, 14.66308)
C (10.87084, 12.58002, 13.84036)
C (12.23476, 12.78074, 14.54968)
Cl (12.06666, 12.96574, 16.28724)
H (10.32222, 13.52168, 13.86046)
H (10.99224, 12.28546, 12.79796)
H (12.73848, 13.72114, 14.32602)
H (12.98890, 12.01168, 14.38272)
Cl (24.24378, 19.62094, 17.88259)
C (24.20168, 18.31540, 16.73494)
C (24.84162, 17.07258, 17.38109)
Cl (26.57384, 17.24325, 17.76875)
H (24.62554, 18.61620, 15.77684)
H (23.13484, 18.13590, 16.60178)
H (24.84154, 16.22368, 16.69737)
H (24.33372, 16.75384, 18.29134)
Cl (16.23534, 14.43400, 24.00920)
C (16.72195, 14.19068, 22.37082)
C (17.64726, 15.30198, 21.96454)
Cl (18.19306, 14.96936, 20.37214)
H (15.83726, 14.16886, 21.73444)
H (17.05526, 13.15690, 22.27974)
H (18.56996, 15.26532, 22.54366)
H (17.23522, 16.29398, 22.14960)
C (23.40478, 13.64056, 20.00900)
C (22.08194, 14.09660, 19.40996)
C (21.45398, 15.38184, 19.98302)
O (20.92744, 16.05158, 18.83560)
C (21.46156, 15.44720, 17.72068)
O (21.33402, 15.94596, 16.59648)
O (22.15806, 14.36614, 18.02464)
H (23.40866, 13.51002, 21.09116)
H (24.22178, 14.30290, 19.72280)
H (23.66370, 12.65228, 19.62908)
H (21.36780, 13.27682, 19.48774)
H (22.26076, 15.94670, 20.45006)
H (20.62628, 15.18844, 20.66537)
C (23.76756, 11.57010, 13.21782)
C (23.72456, 11.83768, 14.65430)
C (22.46240, 12.54940, 15.10102)
O (21.90460, 11.65076, 16.12278)
C (22.77494, 10.59584, 16.30466)
O (22.52344, 9.79064, 17.17062)
O (23.83488, 10.63170, 15.45572)
H (24.61730, 10.97022, 12.89192)
H (23.76482, 12.47558, 12.61106)
H (22.84376, 11.04732, 12.97006)
H (24.60688, 12.44138, 14.86686)
H (21.68240, 12.65154, 14.34650)
H (22.79044, 13.51876, 15.47628)
C (11.76792, 17.80560, 13.54478)
C (10.59536, 16.90186, 13.07534)
C (9.80482, 17.47658, 11.89442)
O (9.78134, 16.38974, 10.95542)
C (10.54676, 15.37584, 11.42218)
O (10.85172, 14.39340, 10.72580)
O (11.16134, 15.71818, 12.57076)
H (11.33854, 18.79070, 13.72728)
H (12.47146, 17.95658, 12.72602)
H (12.28330, 17.42264, 14.42556)
H (9.96240, 16.67247, 13.93258)
H (10.41582, 18.24758, 11.42504)
H (8.85795, 17.94996, 12.15412)
C (16.03359, 19.65213, 14.77966)
C (14.82432, 19.96107, 15.61174)
C (14.90932, 20.95835, 16.70046)
O (13.77640, 21.79244, 16.54804)
C (13.37962, 21.75710, 15.25474)
O (12.61846, 22.51694, 14.63066)
O (13.99290, 20.65618, 14.70282)
H (16.62743, 18.93894, 15.35134)
H (16.62858, 20.55874, 14.66948)
H (15.85568, 19.22630, 13.79218)
H (14.32296, 19.05130, 15.94200)
H (15.78390, 21.60626, 16.64206)
H (14.90782, 20.50914, 17.69358)
C (21.06862, 10.38724, 19.90699)
C (20.17323, 10.52396, 21.17988)
C (20.71928, 9.67302, 22.33634)
O (20.89412, 10.59356, 23.41364)
C (20.42758, 11.78228, 23.01886)
O (20.31874, 12.78058, 23.71338)
O (20.18794, 11.79542, 21.72118)
H (22.10488, 10.67772, 20.07988)
H (20.59768, 10.94764, 19.09936)
H (21.13468, 9.31586, 19.71763)
H (19.16449, 10.23481, 20.88502)
H (21.75310, 9.43650, 22.08454)
H (20.01424, 8.85970, 22.50822)
C (13.41872, 14.47638, 19.84276)
C (14.10046, 15.20926, 18.65140)
C (13.24350, 16.10578, 17.92313)
O (13.96180, 17.24826, 17.69443)
C (15.03598, 17.21662, 18.54518)
O (15.85836, 18.10038, 18.76266)
O (15.12532, 16.03856, 19.11776)
H (13.13158, 15.20366, 20.60218)
H (14.00988, 13.69988, 20.32822)
H (12.49056, 14.04274, 19.47050)
H (14.49688, 14.40370, 18.03333)
H (12.34386, 16.22956, 18.52596)
H (12.92050, 15.64656, 16.98886)
C (22.51948, 19.06632, 12.15964)
C (22.12818, 18.08523, 13.31032)
C (21.29492, 16.94902, 12.89008)
O (21.81270, 15.88380, 13.56458)
C (23.11986, 16.12354, 13.78724)
O (23.97278, 15.26012, 14.15484)
O (23.33828, 17.42046, 13.66252)
H (23.09846, 19.89822, 12.56068)
H (21.69292, 19.60296, 11.69388)
H (23.16596, 18.61060, 11.40968)
H (21.77224, 18.43466, 14.27950)
H (21.22704, 16.83802, 11.80788)
H (20.27942, 17.06894, 13.26756)
C (17.30306, 9.30424, 16.41944)
C (18.75937, 9.64974, 16.06784)
C (19.58626, 8.49820, 15.56628)
O (19.98942, 8.94572, 14.25420)
C (19.38208, 10.10088, 13.91356)
O (19.30962, 10.60372, 12.77720)
O (18.78064, 10.64434, 15.04818)
H (16.59016, 9.45486, 15.60878)
H (17.00072, 9.84106, 17.31862)
H (17.10940, 8.25208, 16.62808)
H (19.18584, 10.05062, 16.98736)
H (19.05870, 7.54436, 15.56594)
H (20.39344, 8.27378, 16.26356)
C (18.05516, 14.06568, 17.03044)
C (17.55502, 15.29028, 16.29920)
C (18.36114, 15.77432, 15.05818)
O (17.33712, 15.79712, 14.05224)
C (16.15852, 15.35344, 14.50602)
O (15.15352, 15.14762, 13.82414)
O (16.27695, 14.98582, 15.82914)
H (18.38712, 13.25172, 16.38596)
H (17.25278, 13.76858, 17.70574)
H (18.84532, 14.44028, 17.68114)
H (17.35550, 16.07842, 17.02522)
H (19.13118, 15.04256, 14.81384)
H (18.87648, 16.68292, 15.36956)
C (17.13670, 16.08410, 10.25951)
C (15.74226, 16.52030, 9.97998)
C (15.25160, 17.32772, 11.23754)
O (14.73310, 18.53201, 10.73270)
C (15.01274, 18.60165, 9.40760)
O (14.64308, 19.42984, 8.58252)
O (15.80872, 17.57725, 9.00404)
H (17.76002, 16.92776, 10.55584)
H (17.59142, 15.59936, 9.39560)
H (17.14911, 15.27846, 10.99360)
H (15.02978, 15.73928, 9.71450)
H (16.04000, 17.62094, 11.93074)
H (14.47640, 16.68242, 11.65078)

Properties
E_LUMO, eV: -0.17

Löwdin population analysis, charges in e, atoms 1 to 6: atom 1 (Cl): 0.57, atom 2 (C): -0.65, atom 3 (C): -0.69, atom 4 (Cl): 0.66, atom 5 (H): 0.04, atom 6 (H): 0.07